(1)
46
Properties=species:S:1:pos:R:3:lowdin_charge:R:1 method="wB97M-V/def2-TZVPD" lumo_ev=0.370 smiles="CC(=O)OCC(=O)Nc1cc(S(=O)(=O)N2CCCCCC2)ccc1Cl" de_lowest_kj_mol=28.4
C -6.72558 -0.66872 -0.13211 0.0303
C -5.89794 0.41839 -0.75502 -0.5205
O -6.12355 0.97027 -1.79379 0.1221
O -4.82324 0.69353 0.01786 -0.0271
C -3.90283 1.66917 -0.44867 -0.0535
C -2.48919 1.11457 -0.62743 -0.4234
O -1.56943 1.82827 -0.94593 0.0940
N -2.40702 -0.21934 -0.38005 0.1276
C -1.27844 -1.02639 -0.43446 -0.2178
C -0.12471 -0.66230 -1.12654 0.0122
C 0.97070 -1.50167 -1.12159 -0.2465
S 2.48815 -0.96446 -1.93246 0.6669
O 3.32387 -2.11885 -2.08769 -0.2842
O 2.14309 -0.19674 -3.08811 -0.2661
N 3.21361 0.04771 -0.84321 -0.2313
C 3.80214 -0.58618 0.31279 -0.1945
C 3.02392 -0.41620 1.62068 -0.1700
C 3.39398 0.87319 2.35328 -0.2088
C 2.89032 2.14397 1.67327 -0.2051
C 3.33176 2.30068 0.21806 -0.1651
C 2.59613 1.35405 -0.72767 -0.1997
C 0.95159 -2.71549 -0.46182 -0.0569
C -0.19957 -3.10894 0.20010 -0.0834
C -1.29784 -2.26695 0.21606 -0.5686
Cl -2.73514 -2.76707 1.04750 0.7280
H -6.50840 -0.75294 0.92793 0.0855
H -7.77913 -0.46071 -0.29437 0.0919
H -6.48794 -1.61093 -0.62328 0.0954
H -3.86608 2.49071 0.27320 0.1474
H -4.24631 2.06624 -1.41239 0.1388
H -3.23468 -0.66055 0.01124 0.0863
H -0.09353 0.25925 -1.68304 0.1115
H 4.81910 -0.19972 0.44646 0.1262
H 3.88807 -1.64021 0.04574 0.1050
H 3.26305 -1.26121 2.26973 0.1133
H 1.95072 -0.44598 1.42136 0.1106
H 4.48164 0.92045 2.44635 0.1118
H 2.98079 0.83775 3.36428 0.1080
H 3.25290 3.00159 2.24499 0.1082
H 1.79834 2.16535 1.70904 0.1131
H 4.40802 2.15842 0.12477 0.1187
H 3.10271 3.32019 -0.09708 0.1147
H 1.55272 1.26876 -0.39274 0.1097
H 2.58660 1.75709 -1.74208 0.1200
H 1.82409 -3.34654 -0.49721 0.1152
H -0.24744 -4.06152 0.70402 0.1099


(2)
19
Properties=species:S:1:pos:R:3:lowdin_charge:R:1 method="wB97M-V/def2-TZVPD" total_charge=+1 lumo_ev="-7.498 / -7.502" spin_multiplicity=2 s_squared=0.7616 de_lowest_kj_mol=500.3
C -0.67873 0.32779 0.51983 -0.2530
N -0.23737 1.19876 1.66385 0.0504
C 1.38024 1.16678 1.83342 -0.3605
O 1.73988 -0.02651 1.63963 0.0391
C 0.12386 0.67705 -0.72118 -0.1867
C 0.58297 -0.62237 -1.26815 -0.2105
C -0.66790 -1.36493 -1.88556 -0.1376
S -2.27556 -2.06847 -1.33330 0.9536
H -0.50781 -0.66624 0.80688 0.0712
H -1.80062 0.38269 0.43057 0.1275
H 1.72251 1.44993 2.83673 0.1494
H 1.57509 1.97969 1.11043 0.1053
H 0.95640 1.36343 -0.52499 0.1220
H -0.51886 1.12079 -1.56884 0.1579
H 1.44860 -0.43829 -1.97294 0.1610
H 0.94652 -1.37291 -0.55665 0.1155
H -0.98941 -0.94327 -2.82124 0.0544
H -0.82880 1.03926 2.48317 0.1142
H -1.97101 -3.20318 -0.67167 -0.0732


(3)
32
Properties=species:S:1:pos:R:3:lowdin_charge:R:1 method="wB97M-V/def2-TZVPD" lumo_ev="0.696 / -0.377" spin_multiplicity=3 s_squared=2.0133 de_lowest_kj_mol=32.3
C 2.59449 -2.55761 -0.86734 -0.1163
C 1.51361 -1.81904 -1.37544 -0.1560
C 3.22888 -2.27978 0.35007 -0.1221
C 1.17106 -0.60828 -1.09738 -0.0427
C 2.99497 -1.10200 1.25380 -0.2595
C -3.01457 0.29809 0.55165 -0.1399
C -3.30110 0.49351 -1.02241 -0.1305
C 1.91960 1.31005 0.96202 -0.2611
C -1.65200 -0.30523 0.49520 -0.2149
C -1.92794 0.92789 -1.52936 -0.1670
C 0.88302 1.56402 -0.09311 -0.1191
C 2.98152 0.32344 0.77164 -0.6659
N 0.36193 0.34131 -0.78991 -0.0524
N -1.05219 0.04330 -0.76988 -0.1213
Br 4.54104 0.81082 -0.24175 0.7043
H 2.85811 -3.55142 -1.33812 0.1143
H 0.93739 -2.26967 -2.25786 0.1270
H 4.06594 -2.71210 0.70390 0.0413
H 1.87590 -1.14360 1.47584 0.1296
H 3.74387 -1.28747 2.08596 0.1300
H -2.98113 1.17641 1.14624 0.0942
H -3.74073 -0.49517 0.82587 0.1141
H -3.55071 -0.45884 -1.40331 0.0971
H -4.13611 0.99007 -1.22210 0.0554
H 2.40796 2.27398 1.09544 0.1089
H 1.40045 0.87151 1.87028 0.1328
H -0.96966 0.10026 1.26563 0.1069
H -1.71243 -1.49922 0.65156 0.1561
H -1.84008 0.65651 -2.63720 0.1351
H -1.70655 2.00915 -1.39144 0.1168
H 0.10531 2.11730 0.25795 0.0889
H 1.51046 2.11050 -0.77428 0.1156


(4)
10
Properties=species:S:1:pos:R:3:lowdin_charge:R:1 method="wB97M-V/def2-TZVPD" lumo_ev="0.557 / 0.557" de_lowest_kj_mol=351.9
N 0.67279 -0.73020 -0.42187 0.1658
C 1.32951 -0.18205 0.57563 -0.1601
O 0.71392 0.83641 1.05041 0.0412
C -0.52076 0.95645 0.36621 -0.0674
C -0.63048 -0.14958 -0.49412 -0.5423
N -1.66736 -0.67881 -1.03314 0.0509
H 0.91750 -1.60947 -0.83920 0.1624
H 2.23084 -0.57277 1.00589 0.1520
H -0.79634 1.98134 0.29261 0.0969
H -2.24961 0.14869 -0.50241 0.1007


(5)
14
Properties=species:S:1:pos:R:3:lowdin_charge:R:1 method="wB97M-V/def2-TZVPD" lumo_ev=0.742 smiles="C=C1CC(C)=C1Cl" de_lowest_kj_mol=186.4
C -1.26363 2.44060 0.00377 0.0370
C -0.86770 1.18468 0.01829 -0.3843
C 0.53326 0.61215 0.16611 -0.0847
C -0.15145 -0.75667 -0.17263 -0.1859
C 0.19940 -2.19947 0.08230 -0.0512
C -1.44588 -0.15820 -0.17322 -0.5984
Cl -3.13254 -0.47025 0.01630 0.6621
H -0.55959 3.28607 0.29407 0.0817
H -2.31663 2.81033 -0.24974 0.0817
H 1.02053 0.50634 1.09702 0.0911
H 1.37781 0.85106 -0.57480 0.1333
H 0.38140 -2.38587 1.14384 0.0871
H 1.00685 -2.42101 -0.53618 0.0450
H -0.52190 -2.98891 -0.18730 0.0856


(6)
74
Properties=species:S:1:pos:R:3:lowdin_charge:R:1 method="wB97M-V/def2-TZVPD" lumo_ev="-0.137 / -1.932" spin_multiplicity=6 s_squared=8.7956
Ru -0.12859 0.49616 -0.70685 1.1341
Cl -0.45800 7.05506 1.66177 0.6974
C -0.86455 5.43988 1.25368 -0.6940
C -2.09132 4.87995 1.74948 -0.6941
Cl -3.13424 5.85747 2.69639 0.6974
C -2.42816 3.58319 1.47383 -0.6216
Cl -3.87811 2.86851 2.06101 0.7245
C -1.56563 2.75657 0.69483 -0.3879
O -1.80034 1.54222 0.46190 -0.1286
C -0.36579 3.35680 0.11232 -0.3707
O 0.32981 2.66107 -0.67831 -0.1469
C -0.03002 4.69939 0.46211 -0.6194
Cl 1.44459 5.32789 -0.15037 0.7357
C -3.04974 1.34742 -2.36368 -0.0747
O -1.88681 0.54895 -2.15141 -0.3896
Si -1.33663 -0.77480 -3.03814 0.3147
C -0.66558 -0.06483 -4.61883 -0.1407
C -2.71078 -1.96272 -3.42429 -0.1441
C -0.14611 -1.36576 -1.75396 -0.5239
Si -0.88973 -2.41046 -0.38848 0.2724
C -1.03891 -4.20615 -0.88482 -0.1387
C 0.54023 -3.32673 1.79440 -0.1270
C -2.56594 -1.81400 0.19023 -0.1399
Si 1.58689 -1.78207 -2.31404 0.3660
C 2.63161 -2.61874 -1.02505 -0.1878
C 1.51068 -2.99435 -3.75239 -0.1738
C 2.43647 -0.20308 -2.92227 -0.1829
H -3.91396 0.70496 -2.53967 0.0928
H -2.90466 2.00589 -3.22129 0.0945
H -3.22939 1.94037 -1.47328 0.0759
H -1.49421 0.19381 -5.28594 0.0409
H -0.00957 -0.75050 -5.15816 0.0274
H -0.10041 0.84787 -4.40970 0.0426
H -3.36559 -1.58244 -4.21410 0.0398
H -3.32260 -2.17256 -2.54409 0.0236
H -2.28355 -2.90864 -3.77364 0.0426
H -0.06412 -4.61472 -1.17331 0.0312
H -1.72431 -4.33012 -1.72884 0.0294
H -1.42232 -4.80494 -0.05049 0.0390
H 1.30004 -3.97630 1.35133 0.0764
H -0.30576 -3.94580 2.11108 0.0823
H 0.96685 -2.84728 2.67531 0.0855
H -3.36920 -2.31932 -0.35437 0.0304
H -2.71077 -0.73635 0.07895 0.0119
H -2.68114 -2.05039 1.25192 0.0451
H 2.18462 -3.56620 -0.70686 0.0236
H 2.79130 -2.00060 -0.14003 -0.0256
H 3.60949 -2.84343 -1.46572 0.0454
H 1.29472 -4.00820 -3.39999 0.0301
H 2.47957 -3.01897 -4.26324 0.0369
H 0.75218 -2.72987 -4.49191 0.0110
H 1.91461 0.70569 -2.61282 0.0003
H 2.48977 -0.18908 -4.01541 0.0320
H 3.45635 -0.12796 -2.53320 0.0358
C 0.20601 2.66244 5.99909 -0.0492
C 0.58738 2.06833 4.66689 -0.2751
C -0.31788 1.28368 3.95207 -0.0348
C 0.01087 0.74830 2.71742 -0.1085
C 1.26177 1.00290 2.15022 -0.5932
C 2.18017 1.76438 2.86931 -0.1097
C 1.84114 2.28737 4.11026 -0.0439
S 1.74305 0.38794 0.56438 0.7332
C 4.62787 -1.04467 1.75875 0.0565
O 0.15301 -2.31417 0.88855 -0.3300
H -0.22137 1.90464 6.65799 0.0796
H -0.54622 3.44493 5.87320 0.0814
H 1.06973 3.10283 6.49766 0.0737
H -1.30005 1.08697 4.37081 0.1185
H -0.69658 0.12367 2.18878 0.0881
H 3.15988 1.95816 2.44651 0.1014
H 2.56790 2.88614 4.64950 0.1116
H 3.84808 -1.12967 2.50414 -0.0185
H 4.80398 -0.09413 1.27394 -0.0226
H 5.23801 -1.90177 1.50893 -0.0154


(7)
6
Properties=species:S:1:pos:R:3:lowdin_charge:R:1 method="wB97M-V/def2-TZVPD" lumo_ev=-1.000 de_lowest_kj_mol=464.9
C -0.43524 -0.35253 -0.05554 -0.0571
N -1.58165 0.00100 0.04857 0.1689
O 1.19796 1.04852 0.02342 -0.9734
I 2.63220 -0.23851 0.02026 0.7599
H 0.00110 -1.33410 0.19648 0.0524
H -1.81437 0.87563 -0.23318 0.0493


(8)
30
Properties=species:S:1:pos:R:3:lowdin_charge:R:1 method="wB97M-V/def2-TZVPD" lumo_ev=0.138 smiles=C[C@@H](N)CSS.O.O.O.O.O de_lowest_kj_mol=69.9
C -1.75676 0.48327 -2.52907 -0.0881
C -0.21820 0.43800 -2.85471 -0.5284
N 0.14556 0.39061 -4.26741 0.0117
C 0.39946 1.71827 -2.38362 -0.5021
S 0.25009 1.70016 -0.51767 0.3904
S 1.27446 3.41665 0.02010 0.3000
H -2.24377 0.22191 -3.46673 0.0613
H -2.09414 -0.27641 -1.81955 0.0613
H -2.15931 1.46355 -2.19123 0.0730
H 0.16341 -0.54619 -2.52689 0.1409
H -0.38270 -0.22681 -4.86427 0.0700
H 0.05691 1.30783 -4.67993 0.0654
H 1.51810 1.67993 -2.44452 0.0811
H 0.11143 2.65519 -2.78789 0.0705
H 0.40393 4.39288 -0.30834 -0.1929
O -0.29208 -2.78486 3.77054 -0.0533
H -0.89433 -3.01876 3.05337 0.0269
H -0.89066 -2.21338 4.27910 0.0698
O 1.79985 -2.47787 2.23488 -0.1036
H 1.93012 -1.52198 2.28587 0.0043
H 1.29253 -2.61321 3.07200 0.0074
O 3.74393 -0.81731 2.08079 -0.0663
H 4.50327 -0.23823 2.05120 0.0414
H 3.87853 -1.73393 1.82477 0.0399
O -2.09777 -2.42612 1.28318 -0.0493
H -1.23907 -1.98285 1.24789 0.0357
H -2.74561 -1.71352 1.31732 0.0442
O -1.76118 1.77614 3.27456 -0.0695
H -1.84854 1.44746 2.37101 0.0152
H -0.84746 1.49959 3.47524 0.0431


(9)
17
Properties=species:S:1:pos:R:3:lowdin_charge:R:1 method="wB97M-V/def2-TZVPD" lumo_ev=0.555 smiles="C=CC(=O)O.CC" de_lowest_kj_mol=283.8
C 0.94897 -2.09312 0.68281 0.0298
C 0.96264 -1.02539 -0.11945 -0.1252
C 1.51224 0.40646 0.40750 -0.5315
O 2.46523 0.92109 -0.10673 0.1177
O 1.15990 0.70300 1.67974 0.0975
H 0.79899 -2.02828 1.75210 0.0661
H 1.06179 -3.08979 0.28554 0.0664
H 1.25005 -1.14783 -1.15660 0.1136
H 0.43360 0.14235 1.98232 0.1074
C -1.08160 1.60070 -0.60761 -0.1717
C -1.69283 0.25181 -0.75504 -0.1654
H -1.39208 2.29107 -1.38755 0.0704
H -1.21840 2.02896 0.38257 0.0702
H 0.05286 1.46007 -0.62745 0.0589
H -2.58591 0.11608 -0.15260 0.0632
H -1.90491 -0.01700 -1.78621 0.0630
H -0.77056 -0.52018 -0.47335 0.0696


(10)
18
Properties=species:S:1:pos:R:3:lowdin_charge:R:1 method="wB97M-V/def2-TZVPD" total_charge=+1 lumo_ev=-3.584 de_lowest_kj_mol=203.6
C -1.40628 -1.42167 0.35065 -0.0964
C -0.01058 -1.53166 -0.35194 -0.1826
C 0.92168 -0.29563 -0.38390 -0.2751
C 1.83059 0.01101 -1.35835 0.1014
N 0.79535 0.54406 0.85454 0.1917
H -1.89969 -2.46341 0.30357 0.1174
H -2.01943 -0.65143 -0.08995 0.0448
H -1.43448 -1.04490 1.42038 0.0853
H -0.07840 -1.85280 -1.38406 0.1123
H 0.42939 -2.36613 0.21845 0.1175
H 2.36106 -0.67302 -2.00468 0.0812
H 2.09774 1.04200 -1.63303 0.0834
H 0.82341 -0.12648 1.62202 0.1627
H 1.71627 1.15727 0.93766 0.2248
H -0.04728 1.14845 0.68189 0.0962
H -1.49378 2.84916 1.01131 0.0784
H -2.22939 1.98219 -0.14652 0.0815
O -1.47567 2.07730 0.44280 -0.0246


(11)
16
Properties=species:S:1:pos:R:3:lowdin_charge:R:1 method="wB97M-V/def2-TZVPD" lumo_ev=-3.805 de_lowest_kj_mol=699.2
C -1.26364 -0.98098 0.96835 0.1812
C 1.25976 1.85453 -0.28533 -0.3842
C 0.41856 2.39183 0.68568 0.0630
O 1.24130 0.65799 -0.63415 -0.0708
C -1.28467 -0.75148 -0.40102 -0.3210
N -1.19317 -1.76460 -1.21258 0.1563
O 1.55670 -2.05067 0.00955 -0.0727
H 0.75201 -2.35959 -0.42097 -0.0155
H -1.39365 -0.24386 1.75080 0.0744
H 1.95467 2.57590 -0.73632 0.1055
H -0.11202 1.69418 1.26614 0.0085
H 0.48472 3.43712 0.98005 0.0481
H 1.58055 -1.14293 -0.30842 -0.0223
H -1.36256 0.25239 -0.79315 0.1060
H -1.64603 -1.57427 -2.09089 0.0647
H -0.99252 -1.99555 1.22226 0.0789


(12)
21
Properties=species:S:1:pos:R:3:lowdin_charge:R:1 method="wB97M-V/def2-TZVPD" total_charge=-1 lumo_ev=1.841
K -0.39423 1.12646 -1.14228 0.8426
C -0.62629 4.03261 -2.54424 -1.2751
O -1.03445 3.09350 -3.21369 -0.1995
O -0.06343 3.83396 -1.47663 -0.2328
O -0.70163 5.19328 -2.93745 -0.1443
C -2.36015 -1.90094 -0.62241 -0.0822
O -0.98531 -1.59372 -0.27752 -0.2717
C -0.62736 -1.58207 1.13632 -0.1504
C 0.89633 -1.22623 1.29831 -0.1413
O 1.32308 0.16106 1.00156 -0.2638
C 2.73934 0.37803 1.14667 -0.0874
H -2.52115 -2.93403 -0.31435 0.0821
H -2.53073 -1.89234 -1.69895 0.0921
H -3.12870 -1.25834 -0.19288 0.0897
H -0.80459 -2.52949 1.64534 0.1198
H -1.28301 -0.81328 1.54521 0.1247
H 1.51632 -1.86667 0.67098 0.1204
H 1.19962 -1.37867 2.33412 0.1153
H 3.35776 -0.35844 0.63355 0.0795
H 2.98506 0.14074 2.18176 0.0787
H 3.04352 1.37457 0.82657 0.1034